# 1
The following is a quantum chemistry calculation of C30H51PRh as an isolated structure in a non-equilibrium geometry, from the Open Molecules 2025 dataset.

```
! RIJCOSX wB97M-V def2-TZVPD def2/J DEFGRID3
* xyz 3 5
Rh -0.404 -0.986 -0.987
C 1.611 1.445 -4.570
C 0.821 0.439 -3.778
C -0.531 0.699 -3.434
C -1.177 1.952 -3.780
C -1.272 -0.339 -2.757
C -2.784 -0.070 -2.396
C -0.793 -1.722 -2.929
C -1.663 -2.889 -3.272
C 0.602 -1.846 -2.867
C 1.158 -3.256 -2.441
C 1.402 -0.796 -3.376
C 2.914 -1.070 -3.300
H 1.002 2.272 -4.985
H 2.009 0.971 -5.515
H 2.435 1.941 -4.127
H -1.604 2.077 -4.829
H -0.507 2.774 -3.519
H -2.047 2.159 -3.164
H -2.956 0.959 -2.121
H -3.013 -0.714 -1.514
H -3.602 -0.305 -3.183
H -1.104 -3.810 -2.995
H -1.742 -2.903 -4.370
H -2.590 -2.812 -2.663
H 1.228 -3.989 -3.248
H 0.450 -3.665 -1.690
H 2.115 -3.186 -1.999
H 3.116 -1.351 -2.265
H 3.530 -0.196 -3.501
H 3.300 -1.836 -3.997
C -2.688 -2.271 3.978
C -1.648 -3.239 3.292
C -0.991 -2.515 2.101
C -1.040 -0.977 2.232
C -2.522 -0.542 2.118
C -3.491 -1.346 3.056
P 0.010 -0.072 1.009
C 1.806 0.069 1.451
C 2.172 -0.869 2.575
C 3.675 -0.767 2.972
C 4.379 0.306 2.161
C 4.174 0.238 0.607
C 2.704 -0.102 0.218
C -0.381 1.739 1.052
C -0.418 2.462 2.430
C -1.220 3.744 2.367
C -1.077 4.549 0.994
C -1.487 3.645 -0.192
C -1.618 2.183 0.302
H -2.109 -1.632 4.611
H -3.351 -2.797 4.664
H -2.109 -4.155 2.986
H -0.898 -3.502 4.103
H -1.544 -2.806 1.130
H 0.049 -2.815 1.862
H -0.800 -0.799 3.280
H -2.837 -0.658 1.085
H -2.547 0.541 2.407
H -4.274 -1.879 2.486
H -4.051 -0.631 3.682
H 1.991 1.069 1.749
H 1.822 -1.913 2.340
H 1.597 -0.630 3.481
H 4.190 -1.807 2.983
H 3.670 -0.506 4.047
H 5.454 0.493 2.403
H 3.892 1.274 2.600
H 4.900 -0.448 0.213
H 4.411 1.248 0.248
H 2.504 -1.111 -0.231
H 2.231 0.575 -0.490
H 0.472 2.239 0.555
H 0.633 2.714 2.824
H -0.969 1.980 3.317
H -0.995 4.397 3.235
H -2.342 3.546 2.464
H -0.089 4.952 1.061
H -1.699 5.459 1.022
H -0.755 3.682 -0.968
H -2.421 4.032 -0.651
H -1.758 1.514 -0.598
H -2.512 2.195 0.951
*
```

<S²>: 6.023
Orbital gap (spin up / spin down): 8.600 / 3.312 eV
Total energy: -44200.833 eV
HOMO energy (spin up / spin down): -17.81 / -17.76 eV
LUMO energy (spin up / spin down): -9.2091 / -14.4445 eV

# 2
The following is a quantum chemistry calculation of a 2-piece molecular cluster, C30H52BClF5NO11PS overall in a non-equilibrium geometry, from the Open Molecules 2025 dataset.

```
! RIJCOSX wB97M-V def2-TZVPD def2/J DEFGRID3
* xyz 1 1
C 2.404 1.083 3.229
C 2.180 1.150 1.727
C 0.704 1.157 0.988
C -0.249 0.540 2.133
C 0.621 0.125 -0.318
C 1.721 -1.085 -0.198
C 3.202 -0.696 -0.896
C 4.382 -1.260 0.138
O 4.272 -2.421 0.832
O 5.667 -0.524 0.344
N -0.798 -0.226 -0.742
C -1.342 -1.537 -0.233
C -2.481 -2.251 -1.236
C -3.479 -3.284 -0.377
C -5.050 -2.795 -0.485
O -5.961 -3.963 -0.694
C -7.270 -3.441 -0.244
C -7.930 -1.999 -0.658
O -7.943 -4.232 0.629
C -1.758 0.979 -0.820
C -1.996 0.985 -2.504
C -3.107 1.348 -3.349
S -3.412 0.866 -0.064
O -4.587 0.339 -1.010
O -3.682 -0.234 1.058
C -4.336 2.212 0.809
F -5.694 1.570 1.137
F -4.876 3.342 0.039
C -3.913 2.541 2.375
F -4.744 3.733 2.806
F -2.485 2.690 2.630
F -4.397 1.481 3.343
C -0.913 2.466 -0.766
C -1.827 3.696 -1.246
C -2.075 5.127 -0.662
C -3.276 5.769 -1.674
Cl -2.771 5.442 1.008
C 0.300 2.649 0.335
B 0.407 3.887 1.355
O 0.309 3.530 2.829
C 0.727 5.473 1.300
C 1.298 6.243 0.018
P 2.013 3.019 -0.590
O 1.822 3.810 -2.092
O 3.202 3.733 0.399
H 2.501 0.005 3.731
H 2.418 2.053 3.915
H 3.228 1.138 1.155
H 0.204 -0.538 2.393
H -1.353 0.340 1.840
H -0.315 1.084 3.166
H 1.068 0.612 -1.319
H 1.460 -2.048 -0.855
H 1.840 -1.484 0.899
H 3.349 0.467 -0.970
H 3.313 -1.142 -1.970
H 5.503 0.390 -0.032
H -0.590 -0.626 -1.719
H -0.551 -2.434 -0.293
H -1.606 -1.592 0.902
H -1.962 -2.986 -2.027
H -3.058 -1.496 -1.905
H -3.096 -3.445 0.723
H -3.448 -4.364 -0.886
H -5.391 -2.220 0.474
H -5.138 -2.162 -1.484
H -7.879 -1.286 0.287
H -7.382 -1.452 -1.551
H -9.074 -2.071 -0.977
H -0.995 0.869 -3.156
H -3.331 0.743 -4.353
H -3.880 2.211 -3.103
H -0.190 2.301 -1.739
H -2.937 3.290 -1.446
H -1.537 3.955 -2.389
H -1.248 5.977 -0.828
H -4.235 5.107 -1.683
H -3.506 6.874 -1.354
H -2.807 5.719 -2.757
H -0.223 4.234 3.303
H 1.596 5.672 2.107
H -0.163 6.137 1.744
H 0.898 5.969 -1.037
H 1.062 7.406 0.157
H 2.491 6.195 -0.003
H 2.105 3.237 -2.890
H 3.963 3.135 0.669
C 8.567 -6.118 0.574
O 7.389 -5.713 1.263
C 6.416 -5.146 0.380
C 5.277 -6.132 0.104
O 5.729 -7.234 -0.689
C 5.908 -8.414 0.084
H 9.200 -6.673 1.273
H 8.334 -6.767 -0.274
H 9.118 -5.237 0.229
H 6.879 -4.810 -0.555
H 6.004 -4.267 0.887
H 4.503 -5.620 -0.476
H 4.824 -6.480 1.040
H 4.936 -8.802 0.404
H 6.541 -8.231 0.958
H 6.393 -9.166 -0.545
*
```

Orbital gap: 5.404 eV
Total energy: -102841.033 eV
HOMO energy: -10.39 eV
LUMO energy: -4.9841 eV

# 3
The following is a quantum chemistry calculation of a 2-piece molecular cluster, C30H52BFN6O8P overall in a non-equilibrium geometry, from the Open Molecules 2025 dataset.

```
! RIJCOSX wB97M-V def2-TZVPD def2/J DEFGRID3
* xyz 1 1
C 3.106 3.940 -1.137
C 2.779 2.859 -1.516
C 2.570 1.474 -1.915
C 2.967 0.433 -0.708
C 4.487 0.560 -0.776
C 5.401 -0.043 0.306
N 2.414 1.144 0.446
C 1.108 0.835 0.995
C -0.153 1.373 0.299
C -0.125 2.714 -0.392
C 0.125 3.954 0.422
N -0.392 2.872 -1.627
C 1.031 -0.688 1.216
C 2.174 -1.007 2.236
C 2.202 -2.413 2.853
N 1.795 -2.396 4.272
B -0.196 -0.990 2.227
O -0.824 -2.184 2.476
O -0.532 0.040 3.032
C -1.428 -0.206 4.115
N 1.179 -1.448 -0.081
C -0.042 -1.776 -0.941
C -1.297 -2.441 -0.385
C -2.470 -1.538 0.027
C -2.948 -0.603 -1.067
N -3.734 -1.329 -2.098
C -4.418 -0.440 -2.943
C -5.684 -0.954 -3.579
O -4.008 0.668 -3.184
C 2.362 -1.040 -0.996
C 3.331 -2.253 -0.807
F 3.727 -2.364 0.524
C 4.538 -2.526 -1.698
C 4.494 -3.873 -2.468
P 1.947 -1.125 -2.838
O 0.757 -0.396 -3.277
O 1.806 -2.647 -3.353
O 3.234 -0.648 -3.646
H 3.070 4.973 -0.876
H 3.239 1.373 -2.764
H 1.522 1.405 -2.181
H 4.785 0.180 -1.750
H 4.751 1.610 -0.856
H 6.112 0.698 0.666
H 4.932 -0.475 1.184
H 6.029 -0.824 -0.117
H 3.124 1.351 1.126
H 1.126 1.286 1.979
H -0.654 0.669 -0.359
H -0.910 1.522 1.073
H 0.844 3.774 1.216
H -0.834 4.285 0.822
H 0.468 4.719 -0.263
H -0.600 1.976 -2.074
H 1.991 -0.314 3.054
H 3.161 -0.779 1.859
H 1.661 -3.182 2.292
H 3.239 -2.756 2.807
H 2.328 -1.653 4.709
H 2.112 -3.261 4.690
H -0.368 -2.960 2.151
H -1.034 -0.936 4.815
H -1.528 0.732 4.660
H -2.424 -0.474 3.778
H 1.408 -2.362 0.319
H 0.345 -2.557 -1.586
H -0.343 -0.909 -1.507
H -1.121 -3.225 0.346
H -1.715 -3.002 -1.224
H -3.292 -2.231 0.220
H -2.331 -0.997 0.957
H -3.602 0.137 -0.603
H -2.175 -0.022 -1.560
H -4.467 -1.824 -1.594
H -5.804 -2.024 -3.423
H -5.584 -0.771 -4.644
H -6.537 -0.395 -3.211
H 2.691 -3.141 -0.926
H 5.391 -2.640 -1.035
H 4.853 -1.766 -2.400
H 3.717 -4.540 -2.098
H 4.348 -3.683 -3.527
H 5.449 -4.382 -2.389
H 1.896 -3.343 -2.694
H 3.057 -0.840 -4.580
C -6.187 4.915 1.262
C -6.816 3.861 1.912
C -6.143 2.668 2.112
C -4.842 2.556 1.658
C -4.200 3.592 1.004
C -4.883 4.779 0.805
N -4.118 1.302 1.883
O -4.701 0.389 2.424
O -2.958 1.237 1.508
H -6.716 5.847 1.111
H -7.832 3.969 2.264
H -6.628 1.845 2.615
H -3.187 3.480 0.649
H -4.397 5.599 0.295
*
```

Orbital gap: 8.746 eV
Total energy: -69948.513 eV
HOMO energy: -11.39 eV
LUMO energy: -2.6418 eV